(1)
ORCA calculation (ωB97M-V/def2-TZVPD) on C5H7IS as an isolated structure.

Structure (XYZ):
```
14
C5H7IS ωB97M-V/def2-TZVPD
C 0.412 2.517 0.922
C 0.175 2.540 -0.419
C 1.483 1.621 1.227
C 2.012 1.059 0.120
C -0.786 -1.608 -0.825
S 1.196 1.551 -1.251
I 3.545 -0.338 0.024
H -0.088 2.952 1.645
H -0.759 2.834 -0.811
H 1.854 1.504 2.285
H -0.327 -0.704 -1.136
H -1.527 -1.350 -0.071
H 0.137 -2.234 -0.404
H -1.289 -2.250 -1.503
```

HOMO-LUMO gap   0.339 hartree
HOMO level   -8.79 eV
Total energy   -890.5491 Ha
Lowest unoccupied orbital energy   0.429 eV

---

(2)
ORCA calculation (ωB97M-V/def2-TZVPD) on a 2-piece molecular cluster, C3H11N2 overall.

Structure (XYZ):
```
16
C3H11N2 ωB97M-V/def2-TZVPD
C 0.288 -1.748 1.031
N -0.713 -0.689 1.273
H 0.804 -1.623 0.091
H -0.178 -2.727 0.918
H 0.968 -1.712 1.882
H -1.388 -0.591 0.507
H -1.236 -0.645 2.146
H -0.242 0.280 1.141
C -0.557 1.025 -2.009
C 0.492 0.735 -1.210
N 0.556 1.416 0.053
H -0.982 2.026 -1.967
H -0.942 0.382 -2.785
H 1.329 0.116 -1.514
H 1.394 1.357 0.620
H 0.407 2.397 -0.177
```

HOMO-LUMO gap   0.359 hartree
HOMO level   -12.99 eV
Total charge   +1
Total energy   -230.1189 Ha
Lowest unoccupied orbital energy   -3.237 eV

---

(3)
ORCA calculation (ωB97M-V/def2-TZVPD) on a 9-piece molecular cluster, C43H84B2F8N9O5 overall.

Structure (XYZ):
```
151
C43H84B2F8N9O5 ωB97M-V/def2-TZVPD
C -4.907 -0.605 -3.545
C -4.052 0.170 -2.531
O -4.529 0.918 -1.700
N -2.538 0.281 -2.840
H -2.020 -0.327 -2.223
H -2.348 -0.058 -3.773
C -1.808 1.638 -2.857
H -5.911 -0.756 -3.150
H -4.483 -1.587 -3.755
H -4.919 -0.008 -4.457
H -2.156 2.298 -3.651
H -0.740 1.472 -2.995
H -2.159 2.010 -1.894
C -9.649 8.510 2.074
N -9.013 7.193 2.102
C -7.667 7.165 2.239
C -6.995 5.933 2.171
C -7.694 4.737 1.936
C -9.131 4.883 1.782
C -9.781 6.155 1.843
C -6.979 3.430 1.837
C -5.713 3.354 1.286
C -5.104 2.086 1.190
N -5.737 0.950 1.534
C -6.963 1.021 2.094
C -7.627 2.244 2.227
C -5.202 -0.411 1.249
H -10.631 8.402 1.613
H -8.956 9.149 1.527
H -9.752 8.822 3.114
H -7.215 8.138 2.365
H -5.920 5.901 2.270
H -9.749 4.007 1.652
H -10.847 6.287 1.731
H -5.213 4.171 0.787
H -4.212 1.906 0.607
H -7.481 0.081 2.211
H -8.620 2.217 2.651
H -4.646 -0.517 0.318
H -6.060 -1.061 1.073
H -4.597 -0.636 2.127
C 2.211 -0.686 2.505
N 3.026 -1.633 1.710
C 3.515 -1.223 0.474
C 4.375 -2.100 -0.229
C 4.624 -3.358 0.346
C 4.019 -3.730 1.492
C 3.204 -2.846 2.188
C 5.660 -4.273 -0.329
C 6.896 -3.736 -0.771
C 7.837 -4.726 -1.198
N 7.565 -6.030 -1.296
C 6.332 -6.473 -0.978
C 5.397 -5.649 -0.354
C 8.618 -6.897 -1.754
H 1.159 -0.971 2.518
H 2.234 0.332 2.115
H 2.568 -0.749 3.533
H 3.287 -0.238 0.095
H 4.754 -1.926 -1.225
H 4.137 -4.699 1.953
H 2.805 -3.055 3.170
H 7.228 -2.714 -0.886
H 8.839 -4.368 -1.382
H 6.194 -7.540 -1.070
H 4.426 -6.057 -0.117
H 8.192 -7.634 -2.436
H 9.117 -7.140 -0.816
H 9.311 -6.249 -2.292
C -1.418 -6.473 1.361
C -1.204 -4.989 1.839
C 0.051 -4.794 2.768
O 0.253 -3.509 3.344
C -0.625 -3.212 4.318
N -1.122 -4.067 0.607
H -1.992 -4.148 0.101
H -0.960 -3.085 0.775
H -0.473 -4.357 -0.110
H -2.463 -6.494 1.054
H -1.440 -7.054 2.284
H -0.747 -6.902 0.617
H -2.081 -4.761 2.445
H 1.003 -5.039 2.298
H -0.072 -5.513 3.578
H -1.635 -3.317 3.923
H -0.480 -2.186 4.655
H -0.505 -3.835 5.204
C 1.842 -2.100 -3.981
C 2.186 -1.043 -5.081
C 2.363 0.394 -4.386
O 2.932 1.332 -5.274
C 3.364 2.571 -4.622
N 3.479 -1.285 -5.793
H 4.290 -1.453 -5.216
H 3.299 -2.085 -6.382
H 3.615 -0.462 -6.363
H 0.865 -1.921 -3.531
H 2.511 -2.220 -3.129
H 1.735 -3.107 -4.383
H 1.439 -1.008 -5.874
H 2.640 0.302 -3.336
H 1.330 0.736 -4.334
H 3.826 3.142 -5.427
H 4.168 2.342 -3.923
H 2.628 3.125 -4.039
C 7.430 2.836 0.016
C 6.335 1.913 -0.523
C 5.069 2.719 -0.879
O 3.968 1.846 -1.258
C 2.700 2.454 -1.211
N 6.902 1.201 -1.781
H 6.298 0.501 -2.188
H 7.005 1.966 -2.432
H 7.829 0.802 -1.751
H 8.418 2.440 -0.221
H 7.382 3.064 1.081
H 7.442 3.789 -0.514
H 6.118 1.068 0.130
H 5.423 3.309 -1.723
H 4.720 3.475 -0.176
H 2.589 3.522 -1.403
H 2.121 2.111 -0.354
H 2.162 2.080 -2.082
C -1.739 1.239 2.807
C -1.200 2.539 3.384
C 0.267 2.760 2.840
O 0.817 3.868 3.575
C 2.028 4.292 2.958
N -2.019 3.800 3.124
H -2.123 4.203 2.204
H -2.922 3.767 3.575
H -1.600 4.576 3.617
H -0.987 0.486 2.573
H -2.301 1.365 1.882
H -2.364 0.822 3.598
H -1.114 2.421 4.464
H 0.270 2.995 1.776
H 0.843 1.846 2.984
H 2.527 5.043 3.571
H 1.929 4.711 1.957
H 2.766 3.495 3.046
B -0.740 -0.758 -0.258
F -0.275 0.572 -0.505
F -0.738 -1.427 -1.417
F 0.195 -1.417 0.533
F -1.951 -0.795 0.373
B -3.961 -3.644 -1.319
F -3.078 -3.147 -2.199
F -3.747 -4.984 -1.025
F -3.956 -2.818 -0.188
F -5.143 -3.626 -1.856
```

HOMO-LUMO gap   0.266 hartree
HOMO level   -22.34 eV
Total charge   +7
Total energy   -3403.9324 Ha
Lowest unoccupied orbital energy   -15.090 eV

---

(4)
ORCA calculation (ωB97M-V/def2-TZVPD) on CH10Na7O8 as an isolated structure.

Structure (XYZ):
```
26
CH10Na7O8 ωB97M-V/def2-TZVPD
Na -0.610 -2.863 1.577
Na -1.466 0.714 -2.290
Na -0.819 -2.486 -2.349
Na 2.507 -1.501 -2.231
Na 2.763 -1.644 1.356
Na -3.613 -2.054 -0.599
Na 1.659 -4.156 -0.715
C 0.000 -0.525 -0.370
O 0.775 -1.475 -0.408
O -1.199 -0.809 -0.278
O 0.404 0.645 -0.244
O -3.372 -1.005 1.559
H -2.665 -0.820 0.940
H -2.989 -0.833 2.419
O 3.292 0.513 -1.007
H 2.350 0.592 -0.857
H 3.668 0.422 -0.132
O 1.489 2.994 -1.245
H 0.948 2.244 -1.000
H 1.967 3.217 -0.446
O 0.675 1.153 2.448
H 0.779 0.225 2.657
H 0.351 1.162 1.548
O -2.205 2.235 -0.464
H -3.010 2.384 0.032
H -1.676 1.671 0.100
```

HOMO-LUMO gap (spin up / spin down)   0.175 / 0.199 hartree
HOMO level (spin up / spin down)   -19.39 / -20.61 eV
Total charge   +4
Spin multiplicity   2
Total energy   -1780.7591 Ha
Lowest unoccupied orbital energy (spin up / spin down)   -14.638 / -15.195 eV